Here is 11 unconnected molecules or ions with the total composition C44H91NO31 from the Open Molecules 2025 dataset. Energies are from the ωB97M-V functional and the def2-TZVPD basis.

Results
F_max in eV/Å: 4.652
Total charge: 0
Energy above the lowest of the compared OMol25 structures with the same formula, charge and spin in kcal/mol: 0.0
M in Da: 1130.2
HOMO energy in eV: -8.77
Structure (SMILES): COC[C@H](C)N.CCOC(=O)OC.CCOC(=O)OC.CCOC(=O)OC.CCOC(=O)OC.CCOC(=O)OC.CCOC(=O)OC.CCOC(=O)OC.CCOC(=O)OC.CCOC(=O)OC.CCOC(=O)OC

Element x y z (Å)
C1 -4.250 1.246 6.187
O1 -4.130 -0.123 5.825
C2 -2.929 -0.437 5.033
C3 -2.897 0.197 3.570
C4 -4.130 -0.274 2.777
N1 -1.674 -0.258 2.885
H1 -3.457 1.611 6.840
H2 -5.169 1.342 6.765
H3 -4.504 1.942 5.388
H4 -2.052 -0.189 5.631
H5 -2.829 -1.520 4.952
H6 -2.845 1.286 3.554
H7 -4.391 0.265 1.867
H8 -5.021 -0.234 3.405
H9 -4.111 -1.337 2.538
H10 -1.769 0.120 1.954
H11 -1.645 -1.259 2.760
C5 0.462 -6.359 -4.368
C6 -0.821 -5.592 -4.045
O2 -0.645 -4.653 -2.990
C7 -1.786 -4.090 -2.414
O3 -2.968 -4.278 -2.732
O4 -1.342 -3.236 -1.444
C8 -2.322 -2.527 -0.600
H12 0.718 -7.071 -3.583
H13 1.320 -5.693 -4.282
H14 0.505 -6.881 -5.325
H15 -1.618 -6.294 -3.797
H16 -1.065 -5.047 -4.956
H17 -1.740 -2.288 0.290
H18 -3.149 -3.144 -0.249
H19 -2.790 -1.738 -1.190
C9 6.228 -1.221 0.823
C10 4.755 -1.751 0.859
O5 4.352 -2.283 -0.405
C11 4.849 -3.404 -0.859
O6 5.641 -4.163 -0.297
O7 4.096 -3.628 -1.994
C12 4.272 -4.915 -2.626
H20 6.425 -1.024 1.876
H21 6.470 -0.337 0.233
H22 6.937 -1.958 0.446
H23 4.104 -0.880 0.938
H24 4.459 -2.540 1.551
H25 3.680 -5.698 -2.154
H26 5.317 -5.185 -2.783
H27 3.868 -4.889 -3.639
C13 -2.823 -2.239 -5.207
C14 -2.691 -1.188 -4.112
O8 -1.363 -0.650 -4.178
C15 -1.124 0.381 -5.102
O9 -1.921 0.885 -5.883
O10 0.135 0.772 -4.863
C16 0.613 1.971 -5.523
H28 -2.886 -1.643 -6.118
H29 -3.708 -2.874 -5.186
H30 -1.959 -2.895 -5.312
H31 -2.905 -1.755 -3.206
H32 -3.484 -0.441 -4.118
H33 0.809 1.701 -6.560
H34 1.475 2.223 -4.905
H35 -0.006 2.868 -5.518
C17 2.859 7.641 5.522
C18 2.339 6.405 4.823
O11 1.499 6.591 3.704
C19 0.296 7.126 3.767
O12 -0.271 7.441 4.825
O13 -0.130 7.161 2.499
C20 -1.347 7.813 2.166
H36 3.047 8.535 4.927
H37 3.781 7.494 6.083
H38 2.098 7.823 6.281
H39 1.856 5.664 5.459
H40 3.161 5.999 4.233
H41 -1.261 8.863 2.446
H42 -2.255 7.412 2.617
H43 -1.386 7.835 1.077
C21 3.662 -0.011 -3.514
C22 4.273 0.643 -4.759
O14 5.266 -0.294 -5.332
C23 4.921 -0.990 -6.414
O15 3.941 -0.814 -7.166
O16 5.776 -2.074 -6.469
C24 5.611 -3.066 -7.477
H44 3.328 -0.951 -3.953
H45 2.874 0.593 -3.064
H46 4.505 -0.181 -2.844
H47 4.848 1.507 -4.425
H48 3.583 1.060 -5.493
H49 6.305 -3.881 -7.269
H50 5.710 -2.665 -8.486
H51 4.571 -3.356 -7.329
C25 1.669 -3.311 1.959
C26 1.271 -4.101 0.706
O17 1.682 -5.467 0.923
C27 1.771 -6.348 -0.061
O18 1.476 -6.146 -1.230
O19 2.260 -7.457 0.450
C28 2.679 -8.538 -0.426
H52 2.749 -3.319 2.110
H53 1.272 -3.788 2.855
H54 1.298 -2.290 2.045
H55 1.738 -3.703 -0.195
H56 0.194 -4.050 0.545
H57 2.093 -8.514 -1.345
H58 2.444 -9.525 -0.028
H59 3.721 -8.559 -0.746
C29 -6.379 2.601 2.891
C30 -5.234 3.537 2.488
O20 -4.150 3.164 3.313
C31 -3.256 4.092 3.600
O21 -3.216 5.270 3.172
O22 -2.351 3.602 4.483
C32 -1.515 4.415 5.278
H60 -6.556 1.779 2.197
H61 -7.245 3.260 2.945
H62 -6.301 2.167 3.888
H63 -5.638 4.482 2.850
H64 -4.963 3.410 1.440
H65 -0.999 5.128 4.635
H66 -0.710 3.844 5.739
H67 -2.037 5.000 6.035
C33 -7.688 -4.961 1.468
C34 -7.512 -3.458 1.913
O23 -6.488 -2.875 1.020
C35 -6.436 -1.557 0.667
O24 -7.147 -0.674 1.126
O25 -5.405 -1.340 -0.074
C36 -5.100 -0.081 -0.709
H68 -6.755 -5.524 1.461
H69 -8.003 -4.999 0.425
H70 -8.357 -5.568 2.078
H71 -7.131 -3.345 2.928
H72 -8.485 -2.966 1.878
H73 -4.070 -0.023 -1.059
H74 -5.263 0.816 -0.111
H75 -5.754 0.024 -1.574
C37 1.015 -0.383 -0.351
C38 0.548 0.789 -1.122
O26 -0.076 1.839 -0.325
C39 -1.273 1.708 0.181
O27 -2.114 0.781 0.057
O28 -1.447 2.761 1.079
C40 -0.567 3.857 1.216
H76 1.193 -1.203 -1.047
H77 0.211 -0.608 0.349
H78 1.890 -0.094 0.232
H79 -0.157 0.435 -1.875
H80 1.382 1.309 -1.593
H81 -0.456 4.370 0.260
H82 0.393 3.545 1.628
H83 -0.841 4.517 2.039
C41 6.805 3.122 0.368
C42 6.037 4.107 -0.497
O29 4.646 4.332 -0.114
C43 3.638 3.418 -0.290
O30 3.746 2.306 -0.882
O31 2.428 3.877 0.163
C44 2.293 5.108 0.780
H84 7.869 3.114 0.133
H85 6.532 2.073 0.249
H86 6.639 3.320 1.427
H87 6.072 3.819 -1.548
H88 6.478 5.095 -0.364
H89 2.524 5.971 0.155
H90 3.028 5.206 1.580
H91 1.366 5.353 1.298

Mulliken atomic charge list, values in e, 99 entries: -0.278 -0.365 -1.271 2.187 -1.510 -0.422 0.282 0.316 -0.120 0.475 0.353 -0.997 0.027 0.679 0.614 -0.310 0.302 -0.996 -0.236 0.150 0.307 -0.664 0.229 -0.374 0.159 0.132 0.443 0.348 0.201 -0.068 0.598 -0.200 -1.379 0.051 0.123 0.460 -0.645 -0.021 -0.549 0.416 0.204 0.392 0.039 0.333 0.025 0.344 0.201 -1.487 0.631 0.043 0.326 -0.594 -0.050 -0.674 0.507 0.350 0.206 -0.425 0.367 0.314 0.114 0.348 -1.204 -0.156 -0.070 0.599 -0.597 -0.131 -0.762 0.312 0.377 0.300 0.306 0.183 0.367 0.292 0.248 0.347 -0.666 -0.307 0.742 -0.598 -0.316 -0.618 0.248 -0.517 0.220 0.276 0.428 0.215 0.274 0.308 -1.316 0.852 -0.418 0.689 -0.431 -0.412 -0.657